4 unconnected molecules or ions with the total composition C16H22Br2O12. Source: OMol25; level of theory: ωB97M-V/def2-TZVPD.

Values from the calculation:
Gap between HOMO and LUMO: 8.94 eV
SMILES: COC[C@H](OC=O)/C(Br)=C(/C)Br.O=C1OCCO1.O=C1OCCO1.O=C1OCCO1
Multiplicity: 1
Molecular weight: 566.1 g mol⁻¹
E_LUMO: 0.07 eV

```
52
Properties=species:S:1:pos:R:3:mulliken_charge:R:1
C 5.54 -0.27 2.08 -0.777
O 4.21 -0.38 2.55 -0.211
C 3.60 0.85 2.86 -0.928
C 2.22 0.89 2.21 -0.277
O 1.59 2.08 2.75 -0.355
C 0.68 2.63 1.92 0.104
O -0.31 2.08 1.57 -0.425
C 1.41 -0.34 2.47 -0.113
Br 0.64 -0.40 4.19 -0.117
C 1.23 -1.35 1.63 0.724
C 0.49 -2.62 1.85 -1.137
Br 1.98 -1.25 -0.12 -0.196
H 6.12 0.45 2.66 0.337
H 5.99 -1.25 2.17 0.251
H 5.55 0.02 1.02 0.297
H 3.51 0.99 3.94 0.282
H 4.17 1.69 2.46 0.492
H 2.35 1.03 1.14 0.600
H 0.94 3.65 1.61 0.477
H -0.47 -2.61 1.34 0.227
H 0.35 -2.81 2.91 0.476
H 1.06 -3.45 1.44 0.253
C 1.37 -5.38 -3.62 -0.342
C 1.00 -3.93 -3.36 -0.280
O 0.47 -3.99 -2.03 -0.190
C 0.98 -5.08 -1.41 0.604
O 0.87 -5.32 -0.25 -0.504
O 1.64 -5.87 -2.30 -0.348
H 2.25 -5.50 -4.25 0.286
H 0.55 -5.95 -4.04 0.261
H 1.88 -3.27 -3.35 0.228
H 0.26 -3.54 -4.04 0.300
C -4.05 3.48 0.68 0.042
C -2.67 4.08 0.81 0.019
O -2.82 5.34 0.14 -0.368
C -4.13 5.68 0.16 0.611
O -4.55 6.74 -0.17 -0.536
O -4.88 4.65 0.60 -0.363
H -4.34 2.87 1.53 0.320
H -4.16 2.90 -0.23 0.079
H -2.39 4.27 1.85 0.114
H -1.89 3.49 0.34 0.122
C -2.50 0.01 -3.18 -0.350
C -3.00 1.37 -2.75 -0.358
O -3.57 1.09 -1.47 -0.290
C -2.99 -0.04 -0.97 0.576
O -3.12 -0.44 0.13 -0.522
O -2.24 -0.63 -1.93 -0.248
H -1.60 0.04 -3.78 0.314
H -3.27 -0.57 -3.71 0.270
H -2.19 2.09 -2.62 0.252
H -3.76 1.79 -3.41 0.320
```